# 1
Density functional theory data (the ωB97M-V functional and the def2-TZVPD basis) for the ion C15H32N3O2 with charge +1 in a non-equilibrium geometry.

```
52
Properties=species:S:1:pos:R:3:mulliken_charge:R:1
C 1.896 -2.010 1.632 -0.1511
O 3.050 -1.360 1.159 -0.3643
C 3.374 -1.616 -0.198 -0.8840
C 2.891 -0.469 -1.086 0.5333
C 3.840 0.730 -0.986 -1.0177
C 3.153 2.043 -1.312 -1.0221
C 2.228 2.522 -0.179 -0.5732
C 0.822 2.844 -0.685 -0.6917
C -0.170 3.057 0.478 -0.8612
C -0.728 1.702 0.909 0.4733
C -1.812 1.790 1.991 -1.2993
C -2.322 0.378 2.341 -0.5615
C -3.325 -0.146 1.299 -1.0160
C -2.830 -1.350 0.515 -0.0478
N -3.564 -1.409 -0.812 -0.1569
C -2.912 -2.097 -1.731 0.3079
N -3.024 -1.824 -3.056 -0.3584
N -2.071 -3.117 -1.265 -0.3470
C -1.012 -2.499 -0.407 -0.3017
O -1.471 -1.309 0.222 -0.1512
H 1.587 -2.842 0.997 0.2236
H 2.084 -2.413 2.625 0.3272
H 1.070 -1.298 1.730 -0.2293
H 3.009 -2.585 -0.538 0.4014
H 4.462 -1.627 -0.256 0.4275
H 1.860 -0.215 -0.831 -0.4277
H 2.904 -0.850 -2.110 0.4350
H 4.642 0.570 -1.707 0.4184
H 4.296 0.739 0.002 0.4043
H 2.551 1.896 -2.211 0.3894
H 3.875 2.825 -1.531 0.4002
H 2.617 3.428 0.281 0.4812
H 2.136 1.761 0.595 0.2803
H 0.479 1.954 -1.219 0.2585
H 0.821 3.679 -1.381 0.4193
H 0.311 3.562 1.311 0.3938
H -1.000 3.648 0.089 0.4162
H 0.072 1.056 1.267 -0.0754
H -1.203 1.282 0.023 0.0444
H -2.620 2.382 1.567 0.3296
H -1.407 2.263 2.881 0.4119
H -2.804 0.411 3.313 0.4801
H -1.453 -0.268 2.428 0.2841
H -3.622 0.665 0.634 0.4967
H -4.228 -0.466 1.812 0.4761
H -3.066 -2.258 1.075 0.2970
H -3.743 -0.475 -1.187 0.3497
H -3.887 -1.992 -3.546 0.2463
H -2.246 -1.490 -3.598 0.2339
H -2.628 -3.715 -0.659 0.4067
H -0.158 -2.248 -1.023 0.1482
H -0.728 -3.237 0.341 0.3425
```

For the relative energy (zero: lowest compared OMol25 entry of this formula, charge and spin), the calculation gives 294.0 kJ/mol. Its HOMO energy is -11.87 eV. The HOMO-LUMO gap comes out at 0.2574 hartree. Its charge is +1. Its structure (SMILES) is COCCCCCCCCCCC[C@H]1NC(N)=[NH+]CO1. Its total energy is -24631.39222 eV.

=====

# 2
Density functional theory data (the ωB97M-V functional and the def2-TZVPD basis) for a cluster of 7 separate species, C13H29NO20S4 in total in a non-equilibrium geometry.

```
67
Properties=species:S:1:pos:R:3:mulliken_charge:R:1
N -0.996 -0.544 2.498 -0.3429
H -1.956 -0.866 2.590 0.3652
H -0.403 -1.370 2.564 0.3285
H -0.730 0.083 3.251 0.3695
H -0.882 -0.085 1.476 0.0026
C 0.268 -0.059 -0.661 -0.2559
O -0.765 0.417 0.153 -0.5677
H -0.072 -0.330 -1.671 0.2584
H 1.117 0.636 -0.705 -0.0927
H 0.629 -1.007 -0.216 0.0376
C 4.471 1.708 0.079 -1.5268
C 5.837 1.586 -0.550 0.4062
C 6.211 2.794 -1.448 -0.4345
O 7.474 3.218 -0.906 -0.3583
C 7.785 2.544 0.228 0.6599
O 8.778 2.738 0.844 -0.5125
O 6.811 1.665 0.500 -0.3846
H 4.372 2.554 0.753 0.3618
H 4.150 0.756 0.506 0.4573
H 3.720 1.829 -0.713 0.3898
H 6.034 0.632 -1.036 0.3678
H 5.545 3.650 -1.378 0.2885
H 6.441 2.467 -2.459 0.2791
C -3.415 -1.848 -0.231 0.5898
C -2.984 -2.562 -1.499 -0.4430
O -2.687 -3.898 -1.030 -0.2729
S -3.602 -4.274 0.231 1.1575
O -2.748 -4.651 1.303 -0.5630
O -4.663 -5.126 -0.150 -0.5662
O -4.172 -2.805 0.506 -0.3010
H -4.051 -1.005 -0.482 -0.0618
H -2.558 -1.504 0.352 -0.2681
H -2.138 -2.172 -2.053 0.3527
H -3.880 -2.652 -2.118 0.3688
C -0.061 -5.186 -1.211 -0.3317
C 0.720 -4.148 -0.405 0.2229
O 1.518 -4.944 0.479 -0.3681
S 1.741 -6.441 -0.047 1.0799
O 1.109 -7.376 0.809 -0.5258
O 3.097 -6.620 -0.413 -0.5354
O 0.853 -6.276 -1.375 -0.3809
H -0.379 -4.827 -2.182 0.3078
H -0.859 -5.575 -0.580 0.3553
H 0.056 -3.588 0.248 -0.0957
H 1.366 -3.582 -1.075 0.2376
C -3.530 1.409 -1.372 -0.2170
C -3.724 1.858 0.068 0.4852
O -5.085 2.283 0.155 -0.3984
S -5.997 1.660 -1.005 1.0895
O -6.560 2.704 -1.778 -0.5408
O -6.865 0.659 -0.502 -0.5218
O -4.804 0.936 -1.786 -0.3830
H -2.762 0.649 -1.499 -0.0347
H -3.154 2.256 -1.950 0.4186
H -3.117 2.749 0.227 0.0546
H -3.447 1.152 0.852 0.0187
C 0.016 3.399 0.874 0.1496
C 1.190 3.746 1.766 0.0477
O 1.046 5.082 2.211 -0.3707
S -0.324 5.746 1.657 1.1551
O -0.009 7.013 1.125 -0.5443
O -1.360 5.626 2.616 -0.5518
O -0.535 4.675 0.485 -0.3685
H -0.757 2.777 1.323 -0.0410
H 0.233 2.925 -0.080 0.1520
H 2.129 3.661 1.214 0.0340
H 1.314 3.084 2.623 0.3119
```

Its HOMO energy is -9.89 eV. The HOMO-LUMO gap comes out at 0.3209 hartree. Its charge is 0. Its total energy is -99727.06423 eV.

=====

# 3
Density functional theory data (the ωB97M-V functional and the def2-TZVPD basis) for a structure of composition C9H27ClI2OP3Pt in a non-equilibrium geometry.

```
44
Properties=species:S:1:pos:R:3:mulliken_charge:R:1
I 0.002 2.737 0.096 0.4243
I 0.003 -2.719 0.277 0.4329
Pt -0.014 0.016 -0.191 2.3964
P -2.402 -0.001 -0.240 0.3695
C -3.270 0.071 1.352 -1.0076
C -3.035 1.394 -1.214 -1.1589
H -4.090 1.183 -1.435 0.4780
H -4.100 -1.278 -1.333 0.4828
H -2.458 1.461 -2.134 0.3809
H -2.473 -1.612 -2.015 0.3784
H -2.983 0.983 1.888 0.3341
H -2.935 2.316 -0.635 0.3970
C -3.045 -1.472 -1.098 -1.1643
H -4.354 0.065 1.168 0.5339
H -2.945 -2.351 -0.454 0.3871
H -3.033 -0.807 1.936 0.1397
P 2.393 0.008 -0.255 0.4098
C 3.319 0.087 1.299 -1.2126
C 3.053 -1.458 -1.101 -1.1948
H 2.443 1.479 -2.133 0.3854
H 4.080 1.202 -1.446 0.4826
H 2.930 2.331 -0.634 0.4114
C 3.028 1.411 -1.217 -1.2135
H 2.488 -1.596 -2.021 0.3811
H 4.110 -1.259 -1.324 0.4799
H 4.387 0.089 1.159 0.6022
H 3.066 -0.814 1.868 0.3925
H 2.951 -2.335 -0.455 0.4103
H 3.020 1.003 1.821 0.2203
Cl -0.001 -0.089 -2.439 -0.0970
C -0.536 0.909 5.296 -1.2781
P -0.164 0.254 3.490 0.6524
C 1.639 0.418 3.878 -0.9670
C -1.138 -1.291 3.820 -1.0901
O -0.119 0.173 1.951 -1.5394
H 0.262 0.427 5.874 0.4457
H -1.493 0.481 5.602 0.4401
H -0.498 1.990 5.325 0.4021
H 1.898 0.162 4.871 0.5705
H 2.014 -0.326 3.185 -0.1167
H 1.925 1.438 3.566 0.3145
H -1.976 -1.259 3.123 0.1113
H -0.446 -2.074 3.501 0.2748
H -1.503 -1.349 4.832 0.5181
```

For the relative energy (zero: lowest compared OMol25 entry of this formula, charge and spin), the calculation gives 192.2 kJ/mol. Its HOMO energy (spin up / spin down) is -18.84 / -18.97 eV. The HOMO-LUMO gap (spin up / spin down) comes out at 0.2721 / 0.1621 hartree. Its charge is +3. The spin multiplicity is 5. Its total energy is -71625.15645 eV.